--- w ---
57
Properties=species:S:1:pos:R:3:nbo_charge:R:1 method="wB97M-V/def2-TZVPD" smiles="Cc1cncc(C(=O)N[C@@H](C)CCNC(=O)[C@@H]2CCCN2Cc2nnn(C)n2)c1" homo_energy_ev=-9.1
C 3.78624 1.40419 -2.20315 -0.63
C 3.03349 2.30763 -1.26741 -0.06
C 3.68343 3.27647 -0.51315 0.03
N 3.07162 4.11868 0.32036 -0.42
C 1.75156 4.01678 0.43384 0.06
C 0.99422 3.07632 -0.26152 -0.17
C -0.49192 3.08207 -0.04364 0.68
O -1.03164 4.03434 0.49176 -0.62
N -1.19012 2.03028 -0.55857 -0.65
C -2.63278 1.96303 -0.31986 -0.04
C -3.35745 3.08669 -1.05553 -0.61
C -3.22107 0.62355 -0.75667 -0.40
C -2.58971 -0.63976 -0.17106 -0.23
N -1.68681 -1.32270 -1.14525 -0.71
C -0.34008 -1.49135 -0.73811 0.77
O 0.47400 -0.59567 -0.80543 -0.60
C -0.02113 -2.84682 -0.13147 -0.18
C -0.46673 -4.01135 -1.03382 -0.39
C -1.76563 -4.50610 -0.39221 -0.41
C -1.50639 -4.26294 1.08443 -0.21
N -0.82235 -2.97391 1.09479 -0.42
C -0.09690 -2.69928 2.32321 -0.25
C 0.59651 -1.38179 2.25138 0.26
N -0.02781 -0.18676 2.23517 -0.29
N 0.90939 0.70989 2.09075 -0.03
N 2.03941 0.05075 1.99622 0.02
C 3.32298 0.70452 1.84128 -0.41
N 1.89950 -1.25640 2.06703 -0.26
C 1.65255 2.22113 -1.13007 -0.15
H 3.68532 1.74068 -3.23688 0.22
H 4.84945 1.38722 -1.96412 0.22
H 3.40499 0.38403 -2.14841 0.22
H 4.76252 3.37851 -0.58642 0.19
H 1.25030 4.69786 1.11012 0.22
H -0.67477 1.16608 -0.68267 0.42
H -2.79713 2.08129 0.75708 0.20
H -4.43043 3.02164 -0.86798 0.20
H -3.00369 4.05970 -0.72679 0.25
H -3.18977 2.99299 -2.13089 0.20
H -4.27301 0.65343 -0.46578 0.22
H -3.22334 0.56232 -1.85151 0.19
H -2.04613 -0.40554 0.74529 0.23
H -3.37401 -1.34792 0.09760 0.20
H -1.64318 -0.72921 -1.96857 0.37
H 1.05340 -2.87383 0.07421 0.21
H -0.59669 -3.70444 -2.07094 0.22
H 0.29313 -4.79372 -1.00706 0.21
H -2.60271 -3.89435 -0.72816 0.22
H -1.97609 -5.55070 -0.61690 0.22
H -2.41550 -4.21513 1.68622 0.21
H -0.86564 -5.05892 1.49781 0.16
H -0.80901 -2.69313 3.15034 0.22
H 0.66247 -3.46764 2.52937 0.19
H 3.83823 0.26744 0.99001 0.22
H 3.13717 1.75853 1.66724 0.25
H 3.91259 0.56932 2.74536 0.22
H 1.10515 1.48204 -1.70089 0.23


--- x ---
57
Properties=species:S:1:pos:R:3:nbo_charge:R:1 method="wB97M-V/def2-TZVPD" smiles="Cc1cncc(C(=O)N[C@@H](C)CCNC(=O)[C@@H]2CCCN2Cc2nnn(C)n2)c1" homo_energy_ev=-9.2
C -3.62975 2.26145 -2.40237 -0.64
C -3.60166 0.77693 -2.63847 -0.06
C -4.42691 0.18764 -3.59487 0.05
N -4.45257 -1.11226 -3.86254 -0.41
C -3.64537 -1.90110 -3.15599 0.06
C -2.79360 -1.43544 -2.16426 -0.18
C -2.00350 -2.45456 -1.39103 0.67
O -2.25475 -3.64970 -1.48129 -0.65
N -1.03571 -1.97065 -0.58923 -0.62
C -0.33674 -2.79777 0.38441 -0.05
C 0.83539 -3.53234 -0.25369 -0.61
C 0.11002 -1.90754 1.53929 -0.42
C -1.03064 -1.20588 2.26431 -0.21
N -1.72501 -0.21090 1.41917 -0.72
C -1.53089 1.14950 1.64926 0.70
O -0.55753 1.75245 1.25413 -0.57
C -2.71311 1.91869 2.23825 -0.15
C -2.54946 2.11086 3.76722 -0.40
C -3.75170 1.38290 4.38749 -0.41
C -4.78635 1.42092 3.27472 -0.21
N -3.97255 1.20684 2.08873 -0.45
C -4.64237 1.33202 0.80957 -0.26
C -5.28890 0.04813 0.40115 0.27
N -6.54205 -0.05275 -0.07913 -0.28
N -6.74060 -1.32089 -0.31259 -0.03
N -5.64191 -1.94024 0.03468 0.02
C -5.47583 -3.37681 -0.09563 -0.42
N -4.69760 -1.13530 0.48334 -0.29
C -2.77101 -0.06636 -1.91960 -0.16
H -3.35018 2.80675 -3.30491 0.23
H -4.62910 2.59508 -2.11733 0.23
H -2.93436 2.54518 -1.61244 0.21
H -5.10680 0.80537 -4.17511 0.19
H -3.66514 -2.96004 -3.38290 0.22
H -0.97760 -0.97721 -0.44525 0.42
H -1.05230 -3.54121 0.75042 0.20
H 1.35010 -4.15114 0.48339 0.21
H 0.48094 -4.17530 -1.05828 0.23
H 1.55133 -2.81860 -0.66597 0.21
H 0.65791 -2.52254 2.25768 0.22
H 0.81262 -1.15352 1.16854 0.21
H -1.77398 -1.94138 2.57890 0.20
H -0.64072 -0.73424 3.17082 0.19
H -2.72262 -0.39843 1.46536 0.43
H -2.71606 2.89277 1.73480 0.20
H -1.59352 1.73794 4.13354 0.22
H -2.58545 3.17407 4.00065 0.22
H -3.50448 0.34577 4.61923 0.21
H -4.09744 1.85948 5.30345 0.22
H -5.54522 0.64128 3.36308 0.21
H -5.30653 2.39205 3.24178 0.17
H -5.42096 2.10608 0.81528 0.21
H -3.90860 1.62105 0.05195 0.22
H -5.21566 -3.62837 -1.12047 0.24
H -4.66839 -3.68276 0.56150 0.23
H -6.41024 -3.85444 0.18321 0.23
H -2.13776 0.36700 -1.15225 0.21


Most stable one: x, least stable one: w.


--- w ---
12
Properties=species:S:1:pos:R:3:nbo_charge:R:1 method="wB97M-V/def2-TZVPD" total_charge=-1 homo_energy_ev="-4.0 / -3.9"
C 0.46583 0.23153 1.79584 0.72
C 0.91286 -0.22092 -1.18178 -0.75
C -0.02072 1.35481 0.79329 -0.41
O -0.42472 -0.23862 2.42768 -0.65
O 1.70197 0.23535 1.94668 -0.75
S -2.18247 -1.29100 -1.88779 -0.81
S -0.58954 0.78901 -0.71125 0.58
H 1.51320 -0.29114 -0.25429 0.27
H 1.37082 0.32023 -2.00165 0.21
H 0.57957 -1.24216 -1.51473 0.26
H -0.56418 2.07412 1.33339 0.20
H -2.76261 -1.72120 -0.74540 0.12


--- x ---
12
Properties=species:S:1:pos:R:3:nbo_charge:R:1 method="wB97M-V/def2-TZVPD" total_charge=-1 homo_energy_ev="-3.6 / -3.6"
C 0.12259 -0.74409 0.75363 0.46
C -1.13680 -1.12816 -0.05268 -0.72
C 0.28068 0.62864 0.95666 -0.61
O 0.84604 -1.61223 1.25132 -0.67
O 0.55116 0.58171 -2.18621 -0.95
S 1.79839 2.89154 -1.15496 -0.58
S 1.61126 0.92407 -1.20585 1.02
H -2.12606 -0.89783 0.63816 0.20
H -1.06302 -0.52514 -0.97827 0.25
H -1.30968 -2.22510 -0.40821 0.21
H -0.61810 1.25247 0.84767 0.20
H 1.04354 0.85412 1.53874 0.19


Most stable one: x, least stable one: w.


--- w ---
25
Properties=species:S:1:pos:R:3:nbo_charge:R:1 method="wB97M-V/def2-TZVPD" smiles=CC(C)[C@](C)(O)[C@@H](C)O homo_energy_ev=-10.0
C 0.34676 -2.38599 -0.12054 -0.62
C -0.48336 -1.09743 -0.16574 -0.23
C -1.35545 -1.07419 1.08925 -0.61
C 0.40778 0.16998 -0.34029 0.24
C 1.00594 0.15933 -1.75816 -0.63
O 1.45127 0.20720 0.61940 -0.74
C -0.42217 1.48806 -0.16804 0.09
C -0.42112 2.02665 1.26250 -0.64
O 0.02635 2.50714 -1.03468 -0.71
H 0.93610 -2.42836 0.79416 0.20
H -0.32169 -3.24389 -0.12221 0.22
H 1.01095 -2.48801 -0.97479 0.21
H -1.13679 -1.13705 -1.04350 0.20
H -2.10589 -0.29130 1.04384 0.21
H -1.87259 -2.02675 1.18921 0.21
H -0.73673 -0.92846 1.97141 0.21
H 0.22730 0.34275 -2.49229 0.22
H 1.48331 -0.79166 -1.97785 0.20
H 1.75525 0.94137 -1.85132 0.22
H 2.01488 -0.55926 0.47025 0.47
H -1.44546 1.28774 -0.50158 0.18
H -0.89459 1.34699 1.95890 0.22
H 0.60376 2.19113 1.58628 0.22
H -0.95558 2.97445 1.27361 0.22
H 0.88177 2.80957 -0.70780 0.46


--- x ---
25
Properties=species:S:1:pos:R:3:nbo_charge:R:1 method="wB97M-V/def2-TZVPD" smiles=CCC(C)(C)[C@@H](O)CO homo_energy_ev=-8.8
C 2.80943 0.07327 -0.57554 -0.62
C 1.47205 0.78500 -0.65844 -0.38
C 0.13213 -0.15395 0.04298 -0.02
C 0.17164 -1.57841 -0.48038 -0.63
C 0.28852 -0.08511 1.55108 -0.62
C -0.99932 0.64504 -0.47661 0.10
O -1.17286 0.50190 -1.84993 -0.72
C -2.42831 0.06720 0.35540 -0.09
O -2.63396 0.89971 1.46984 -0.73
H 2.82258 -0.81142 -1.21065 0.20
H 3.61713 0.72760 -0.91300 0.21
H 3.04057 -0.23404 0.44448 0.20
H 1.50183 1.72159 -0.09833 0.19
H 1.23625 1.01263 -1.69793 0.21
H 0.07836 -1.59487 -1.56268 0.23
H -0.63405 -2.17229 -0.05115 0.20
H 1.11096 -2.05068 -0.20053 0.21
H 0.15372 0.93159 1.91408 0.22
H -0.43302 -0.72910 2.05106 0.20
H 1.28248 -0.42529 1.83537 0.21
H -0.95080 1.69125 -0.15616 0.18
H -1.79980 1.16437 -2.15747 0.48
H -2.39050 -0.99487 0.61487 0.16
H -3.23466 0.21060 -0.37398 0.15
H -3.04037 0.39829 2.18362 0.47


Most stable one: w, least stable one: x.


--- w ---
25
Properties=species:S:1:pos:R:3:nbo_charge:R:1 method="wB97M-V/def2-TZVPD" homo_energy_ev=-7.7
C 0.93810 -0.69777 0.04434 0.64
C 0.13752 0.40435 0.45658 0.10
C -0.48678 0.23056 -1.47056 -0.40
C 0.49956 -2.13534 0.04901 -0.72
C 0.72330 1.79447 0.51124 -0.65
C -1.05124 0.19178 1.35827 -0.66
C -1.94337 0.62735 -1.49750 -0.64
O 2.06484 -0.42333 -0.66810 -0.68
O 1.57308 -0.55051 1.96823 -1.05
H 2.53559 -1.24960 -0.83438 0.49
H 2.36122 0.00784 1.94640 0.43
H -0.33263 -0.71761 -1.98309 0.19
H 0.17374 0.96250 -1.93164 0.20
H 1.08349 -2.64396 0.81835 0.28
H 0.68759 -2.60529 -0.92036 0.22
H -0.55332 -2.26443 0.28772 0.24
H 1.66205 1.87307 -0.03398 0.23
H 0.01436 2.51777 0.09629 0.21
H -1.73867 1.03681 1.28677 0.21
H 0.90637 2.05049 1.55505 0.24
H -1.60091 -0.72121 1.13810 0.21
H -0.66588 0.11932 2.37655 0.27
H -2.57845 -0.12071 -1.01725 0.20
H -2.11962 1.58487 -1.00287 0.20
H -2.28994 0.72856 -2.53316 0.21


--- x ---
25
Properties=species:S:1:pos:R:3:nbo_charge:R:1 method="wB97M-V/def2-TZVPD" homo_energy_ev=-7.3
C 0.21070 0.64521 0.22719 0.42
C 0.47683 -0.11944 -0.92141 -0.08
C -1.51890 -0.10492 -0.95687 -0.39
C 0.15781 0.04929 1.59785 -0.73
C -0.03769 2.12525 0.14445 -0.69
C 0.90309 -1.55496 -0.92116 -0.67
C -2.37813 -0.80563 0.06689 -0.64
O 2.38405 0.80854 -0.13434 -0.59
O 3.00959 -0.20424 0.72451 -0.56
H 3.94247 0.00965 0.59311 0.46
H 0.66006 0.44053 -1.82993 0.24
H -1.45642 -0.68263 -1.87826 0.22
H -1.86703 0.89391 -1.20588 0.20
H -1.01431 2.38889 0.55981 0.22
H 1.15606 0.19011 2.02752 0.30
H -0.56815 0.55579 2.23494 0.22
H -0.03437 -1.02136 1.60765 0.23
H 0.72678 2.62353 0.74088 0.27
H 0.03497 2.49594 -0.87803 0.22
H 0.81528 -1.98200 -1.92119 0.22
H 0.31551 -2.16498 -0.23435 0.21
H 1.94784 -1.60066 -0.60279 0.29
H -3.36179 -1.02366 -0.36433 0.23
H -2.54911 -0.19647 0.95500 0.21
H -1.95513 -1.76568 0.36875 0.21


Most stable one: w, least stable one: x.


--- w ---
6
Properties=species:S:1:pos:R:3:nbo_charge:R:1 method="wB97M-V/def2-TZVPD" smiles="O=[S@]1(O)=NO1" homo_energy_ev=-10.2
O -1.46591 -1.04076 -0.18292 -0.82
S -0.22177 -0.37317 -0.15540 2.29
O -0.70605 1.01935 0.34011 -0.82
N 1.10087 -0.45429 -0.91102 -0.57
O 1.14376 -0.62250 0.63147 -0.58
H 0.14910 1.47136 0.27776 0.50


--- x ---
6
Properties=species:S:1:pos:R:3:nbo_charge:R:1 method="wB97M-V/def2-TZVPD" homo_energy_ev=-10.4
N 0.06924 -1.97914 -1.99002 0.73
O -0.87099 -2.45522 -1.35844 -0.37
O 0.25035 -0.54554 -1.69863 -0.53
O 0.81259 -2.46656 -2.76078 -0.28
S -0.76673 0.42864 -0.57687 0.37
H -0.69314 -0.30362 0.40273 0.08


Most stable one: w, least stable one: x.